{"formula": "CH3IO", "method": "ωB97M-V with the def2-TZVPD basis set", "elements": ["C", "O", "I", "H", "H", "H"], "positions_angstrom": [[0.36, -0.10, 1.62], [1.18, -0.30, 0.73], [-0.75, 0.18, -4.00], [0.62, -0.20, 2.70], [-0.73, 0.03, 1.41], [-0.68, 0.39, -2.46]], "lowdin_charge": [-0.226, 0.053, 0.415, 0.090, 0.083, -0.414], "multiplicity": 3, "relative_energy_kcal_mol": 8.9, "s_squared": 2.01, "gap_ev": [7.742, 7.572], "e_homo_ev": [-7.1, -10.1]}

=====

{"formula": "CH3IO2", "method": "ωB97M-V with the def2-TZVPD basis set", "elements": ["C", "O", "O", "I", "H", "H", "H"], "positions_angstrom": [[1.07, 0.14, 0.42], [1.01, -1.16, 0.04], [1.59, 1.12, -0.06], [-3.29, 0.03, 0.01], [0.54, 0.27, 1.50], [-2.63, 0.48, -1.33], [1.20, -1.24, -0.91]], "lowdin_charge": [-0.412, 0.053, 0.049, 0.407, 0.171, -0.390, 0.121], "smiles": "O=CO.I", "multiplicity": 1, "relative_energy_kcal_mol": 10.5, "gap_ev": 10.750, "e_homo_ev": -10.2}

=====

{"formula": "CH3IO2", "method": "ωB97M-V with the def2-TZVPD basis set", "elements": ["C", "O", "O", "I", "H", "H", "H"], "positions_angstrom": [[0.68, -0.57, 0.44], [-0.23, -1.40, 0.02], [1.01, 0.55, 0.11], [-0.64, 3.69, -1.54], [1.09, -1.21, 1.22], [0.48, 3.55, -0.58], [-0.87, -1.14, -0.68]], "lowdin_charge": [-0.433, 0.095, 0.045, 0.463, 0.136, -0.451, 0.145], "smiles": "O=CO.I", "multiplicity": 1, "relative_energy_kcal_mol": 13.3, "gap_ev": 10.446, "e_homo_ev": -9.9}

=====

{"formula": "CH3IO3", "method": "ωB97M-V with the def2-TZVPD basis set", "elements": ["C", "O", "O", "O", "I", "H", "H", "H"], "positions_angstrom": [[-0.51, 0.88, -0.47], [0.82, -2.16, 1.14], [0.06, -0.22, -0.50], [0.12, -1.13, 1.37], [-2.67, 1.15, -0.27], [-0.59, 1.49, -1.46], [0.04, 1.58, 0.33], [0.51, -2.71, 0.41]], "lowdin_charge": [-0.838, -0.004, -0.084, -0.061, 0.673, 0.067, 0.123, 0.121], "multiplicity": 1, "relative_energy_kcal_mol": 176.4, "gap_ev": [8.617, 7.205], "e_homo_ev": [-9.4, -9.5]}

=====

{"formula": "CH3IO3S", "method": "ωB97M-V with the def2-TZVPD basis set", "elements": ["C", "O", "O", "O", "S", "I", "H", "H", "H"], "positions_angstrom": [[-0.17, 0.52, -0.05], [2.91, 2.44, 0.52], [1.89, 1.33, -1.76], [0.89, 1.17, 0.70], [2.23, 1.39, -0.12], [3.43, -0.59, 0.06], [-0.20, -0.57, 0.19], [0.25, 0.75, -1.12], [-1.14, 1.09, 0.14]], "lowdin_charge": [-0.101, -0.329, -0.487, -0.385, 0.279, 0.739, 0.096, 0.076, 0.112], "smiles": "COS(=O)(=O)I", "multiplicity": 1, "relative_energy_kcal_mol": 31.3, "gap_ev": 9.427, "e_homo_ev": -10.3}

=====

{"formula": "CH3IOS", "method": "ωB97M-V with the def2-TZVPD basis set", "elements": ["C", "O", "S", "I", "H", "H", "H"], "positions_angstrom": [[-1.92, -0.56, -0.42], [-0.74, -0.75, -0.50], [1.38, 1.95, 1.12], [3.19, 0.95, 0.09], [-2.51, -0.87, 0.46], [3.10, -0.63, 0.48], [-2.50, -0.09, -1.22]], "lowdin_charge": [-0.153, -0.022, -0.422, 0.652, 0.078, -0.212, 0.077], "multiplicity": 1, "relative_energy_kcal_mol": 50.3, "gap_ev": 7.851, "e_homo_ev": -8.1}